Arrangement P

{
  "formula": "C5H6N2O",
  "method": "ωB97M-V/def2-TZVPD",
  "homo_lumo_gap_ev": 9.585,
  "smiles": "c1[nH]nc2c1CCO2",
  "homo_energy_ev": -8.74,
  "symbols": ["O", "N", "N", "C", "C", "C", "C", "C", "H", "H", "H", "H", "H", "H"],
  "xyz": [[-1.244, 1.055, 0.621], [0.028, -0.385, 1.983], [0.912, -1.456, 1.828], [-0.128, 0.370, -1.483], [-0.127, 0.361, 0.950], [1.348, -1.251, 0.363], [0.629, -0.161, -0.111], [-1.400, 1.029, -0.955], [-1.401, 2.147, -1.129], [-2.606, 0.501, -0.947], [1.590, -1.311, 2.774], [0.562, 1.211, -1.814], [-0.345, -0.362, -2.198], [2.183, -1.747, 0.117]],
  "lowdin_charge": [-0.073, 0.010, -0.019, -0.080, -0.419, 0.008, -0.110, -0.090, 0.115, 0.202, 0.210, 0.125, 0.079, 0.043]
}


Arrangement Q

{
  "formula": "C5H6N2O",
  "method": "ωB97M-V/def2-TZVPD",
  "homo_lumo_gap_ev": 8.490,
  "homo_energy_ev": -8.83,
  "symbols": ["O", "N", "N", "C", "C", "C", "C", "C", "H", "H", "H", "H", "H", "H"],
  "xyz": [[-0.653, 1.961, -1.503], [1.412, 1.548, -0.114], [-1.061, -1.685, -0.292], [-0.232, 1.336, -0.562], [-0.270, -0.579, 0.043], [-0.933, 0.692, 0.581], [1.922, 0.478, 0.355], [1.100, -0.722, 0.146], [2.966, 0.386, 0.693], [-1.919, -1.771, 0.245], [-0.651, 1.036, 1.575], [-2.010, 0.689, 0.404], [-1.243, -1.767, -1.289], [1.573, -1.601, -0.279]],
  "lowdin_charge": [0.113, 0.127, 0.077, -0.373, -0.359, -0.036, -0.198, -0.016, 0.110, 0.090, 0.133, 0.124, 0.098, 0.109]
}


Arrangement R

{
  "formula": "C5H6N2O",
  "method": "ωB97M-V/def2-TZVPD",
  "homo_lumo_gap_ev": 10.261,
  "smiles": "O=C1N[C@H]2CC=N[C@@H]12",
  "homo_energy_ev": -9.46,
  "symbols": ["O", "N", "N", "C", "C", "C", "C", "C", "H", "H", "H", "H", "H", "H"],
  "xyz": [[-0.081, 0.858, -3.328], [1.042, 1.662, -0.273], [-0.747, -0.511, -1.583], [1.421, 0.686, 0.430], [-0.210, 1.486, -0.869], [0.367, -0.366, 0.769], [-0.290, 0.598, -2.183], [-0.762, -0.142, -0.181], [-0.839, 2.277, -0.813], [-0.595, -1.381, -2.081], [2.409, 0.874, 0.734], [-0.006, -0.278, 1.712], [0.682, -1.375, 0.687], [-1.619, -0.215, 0.359]],
  "lowdin_charge": [0.098, 0.068, 0.107, -0.096, -0.064, -0.116, -0.467, -0.147, 0.091, 0.153, 0.096, 0.083, 0.106, 0.088]
}


Arrangement S

{
  "formula": "C5H6N2O",
  "method": "ωB97M-V/def2-TZVPD",
  "homo_lumo_gap_ev": 8.214,
  "homo_energy_ev": -7.71,
  "symbols": ["O", "N", "N", "C", "C", "C", "C", "C", "H", "H", "H", "H", "H", "H"],
  "xyz": [[2.389, -1.110, -0.019], [0.341, 1.871, -0.025], [0.074, -0.459, 0.073], [1.456, 1.217, 0.305], [-1.763, 0.210, -0.079], [1.484, -0.133, -0.019], [-1.234, -1.256, 0.137], [-0.503, 0.797, -0.165], [-1.703, -1.399, 1.361], [2.314, 1.863, 0.000], [-2.620, 0.416, -0.967], [3.279, -0.753, -0.538], [-2.196, 0.620, 0.772], [-1.317, -1.884, -0.836]],
  "lowdin_charge": [0.024, 0.091, 0.038, -0.185, -0.201, -0.326, -0.025, -0.330, 0.203, 0.114, 0.174, 0.213, 0.074, 0.137]
}


arrangement R takes first place; second place is 66.0 kJ/mol up.


Arrangement P

{
  "formula": "C11H23Br8NO",
  "method": "ωB97M-V/def2-TZVPD",
  "homo_lumo_gap_ev": 9.502,
  "smiles": "CN(C)C=O.BrCCBr.BrCCBr.BrCCBr.BrCCBr",
  "homo_energy_ev": -9.38,
  "symbols": ["Br", "Br", "Br", "Br", "Br", "Br", "Br", "Br", "O", "N", "C", "C", "C", "C", "C", "C", "C", "C", "C", "C", "C", "H", "H", "H", "H", "H", "H", "H", "H", "H", "H", "H", "H", "H", "H", "H", "H", "H", "H", "H", "H", "H", "H", "H"],
  "xyz": [[-3.933, -4.313, -3.601], [5.463, 3.133, -2.507], [6.974, 3.951, 1.783], [3.080, 1.854, 0.741], [-1.204, -2.063, -3.067], [2.561, -3.456, 0.428], [0.931, -3.601, 4.710], [-0.740, -0.691, 0.607], [-3.947, 4.297, -1.464], [-4.491, 2.266, -0.594], [-5.541, 1.349, -0.207], [-4.770, 3.451, -1.163], [2.441, -3.748, 2.352], [-2.585, -4.431, -2.209], [6.692, 3.116, 0.038], [-3.109, 1.865, -0.358], [5.742, 3.964, -0.751], [0.504, 0.748, 0.984], [1.032, -3.510, 2.792], [1.822, 0.426, 0.359], [-2.187, -3.079, -1.722], [-5.752, 1.429, 0.866], [-3.060, -2.492, -1.450], [-3.063, -4.992, -1.407], [4.762, 3.978, -0.290], [0.549, 0.821, 2.070], [-5.223, 0.325, -0.398], [2.245, -0.502, 0.727], [0.043, 1.676, 0.658], [-5.846, 3.617, -1.352], [-3.081, 1.388, 0.631], [0.665, -2.536, 2.476], [1.748, 0.359, -0.723], [7.672, 3.022, -0.412], [-6.450, 1.570, -0.760], [3.138, -3.043, 2.795], [2.780, -4.763, 2.532], [-2.509, 2.761, -0.238], [-1.766, -5.026, -2.599], [6.107, 4.963, -0.954], [0.338, -4.238, 2.380], [-1.513, -3.109, -0.868], [-2.776, 1.124, -1.080], [6.257, 2.143, 0.245]],
  "lowdin_charge": [0.611, 0.597, 0.607, 0.701, 0.582, 0.640, 0.652, 0.698, 0.007, -0.200, -0.059, -0.354, -0.695, -0.702, -0.715, -0.064, -0.718, -0.679, -0.754, -0.704, -0.728, 0.090, 0.049, 0.059, -0.002, 0.059, 0.084, 0.004, 0.055, 0.133, 0.066, -0.003, 0.064, 0.052, 0.083, 0.052, 0.056, 0.086, 0.056, 0.053, 0.059, 0.012, 0.076, 0.030]
}


Arrangement Q

{
  "formula": "C11H23Br8NO",
  "method": "ωB97M-V/def2-TZVPD",
  "homo_lumo_gap_ev": 9.643,
  "smiles": "CN(C)C=O.BrCCBr.BrCCBr.BrCCBr.BrCCBr",
  "homo_energy_ev": -9.43,
  "symbols": ["Br", "Br", "Br", "Br", "Br", "Br", "Br", "Br", "O", "N", "C", "C", "C", "C", "C", "C", "C", "C", "C", "C", "C", "H", "H", "H", "H", "H", "H", "H", "H", "H", "H", "H", "H", "H", "H", "H", "H", "H", "H", "H", "H", "H", "H", "H"],
  "xyz": [[-4.850, -8.237, 2.787], [-5.504, -5.157, 0.923], [-2.041, -5.935, -5.179], [0.762, 5.262, 5.407], [-4.107, -9.807, -7.068], [-2.125, 1.588, 4.762], [6.933, 7.677, -0.740], [7.538, 7.773, 3.853], [-1.734, 1.819, -1.373], [0.499, 1.719, -1.909], [0.723, 3.261, -2.069], [-0.727, 1.185, -1.639], [-4.384, -6.384, 3.282], [7.884, 7.952, 1.958], [-2.938, -7.729, -5.386], [6.541, 7.637, 1.157], [1.585, 0.914, -2.411], [-3.911, -5.700, 2.041], [-0.002, 3.440, 5.287], [-3.259, -7.951, -6.875], [-1.438, 3.418, 4.989], [1.616, 0.892, -3.500], [-3.922, -7.915, -4.956], [-3.640, -6.271, 4.071], [-2.398, -8.042, -7.537], [0.254, 3.674, -2.962], [0.228, 3.809, -1.267], [-5.283, -5.990, 3.757], [6.209, 6.628, 1.402], [-0.009, 2.930, 6.250], [-1.727, 4.052, 4.151], [8.243, 8.959, 1.749], [-0.769, 0.087, -1.699], [2.468, 1.390, -1.984], [5.683, 8.268, 1.392], [-4.003, -7.207, -7.161], [1.417, -0.092, -2.025], [-3.305, -6.338, 1.398], [-3.334, -4.782, 2.155], [-1.995, 3.838, 5.827], [0.622, 2.883, 4.589], [1.724, 3.665, -1.920], [-2.185, -8.468, -5.115], [8.661, 7.282, 1.588]],
  "lowdin_charge": [0.592, 0.534, 0.557, 0.593, 0.522, 0.612, 0.610, 0.618, 0.005, -0.172, -0.009, -0.353, -0.683, -0.708, -0.655, -0.705, -0.083, -0.654, -0.712, -0.622, -0.723, 0.087, 0.054, 0.069, 0.045, 0.081, 0.072, 0.047, 0.041, 0.058, 0.060, 0.047, 0.131, 0.084, 0.052, 0.053, 0.082, 0.041, 0.055, 0.057, 0.056, 0.075, 0.046, 0.046]
}


arrangement P takes first place; second place is 174.3 kJ/mol up.


Arrangement P

{
  "formula": "C30H30BrN9O4PdS",
  "method": "ωB97M-V/def2-TZVPD",
  "homo_lumo_gap_ev": [6.562, 6.562],
  "homo_energy_ev": [-6.93, -6.93],
  "symbols": ["Pd", "Br", "S", "O", "O", "O", "O", "N", "N", "N", "N", "N", "N", "N", "N", "N", "C", "C", "C", "C", "C", "C", "C", "C", "C", "C", "C", "C", "C", "C", "C", "C", "C", "C", "C", "C", "C", "C", "C", "C", "C", "C", "C", "C", "C", "C", "H", "H", "H", "H", "H", "H", "H", "H", "H", "H", "H", "H", "H", "H", "H", "H", "H", "H", "H", "H", "H", "H", "H", "H", "H", "H", "H", "H", "H", "H"],
  "xyz": [[-1.856, -0.340, 1.865], [4.466, 2.139, -3.673], [-4.159, -0.072, -0.644], [-0.713, 1.023, 0.858], [-4.159, 1.363, -0.534], [-0.479, -0.297, 3.318], [-5.375, -0.757, -0.959], [-0.108, 2.329, -0.846], [5.652, -0.879, 1.479], [-4.983, -2.518, 1.334], [-0.138, -1.488, -4.765], [-3.532, -0.663, 0.732], [-1.795, 3.029, 0.615], [-3.107, -1.741, 2.562], [4.981, -0.853, 2.539], [0.315, -1.754, 1.100], [0.688, -2.393, 0.022], [-5.122, -3.445, 2.278], [-4.280, -3.586, 3.374], [-2.476, 2.881, 1.893], [5.288, -0.164, 0.311], [0.421, 3.653, -1.139], [4.180, 1.600, -0.897], [1.730, -0.168, 4.049], [3.004, -2.053, 0.482], [0.723, 1.214, -1.293], [-1.695, -2.149, -3.041], [-2.377, 0.509, -2.639], [5.742, 0.173, -2.044], [-3.970, -1.684, 1.507], [3.582, -0.826, 2.607], [-1.468, 0.176, -3.627], [-2.941, -0.481, -1.851], [-1.102, -1.155, -3.832], [-2.472, 3.893, -0.342], [3.083, -0.355, 3.812], [5.982, -0.494, -0.854], [-3.232, -2.687, 3.474], [-0.895, 2.096, 0.238], [4.390, 0.906, 0.280], [-2.611, -1.814, -2.067], [2.647, -1.325, 1.641], [2.036, -2.566, -0.333], [0.777, -0.524, 3.094], [4.831, 1.216, -2.056], [1.259, -1.202, 1.899], [0.158, 0.289, -1.244], [-3.409, 2.326, 1.774], [-1.833, 2.369, 2.601], [6.713, -1.291, -0.805], [-3.078, -2.589, -1.469], [-5.957, -4.125, 2.145], [0.198, 3.953, -2.164], [3.504, 2.445, -0.915], [3.812, -0.075, 4.563], [1.022, 1.396, -2.326], [3.883, 1.222, 1.182], [-2.697, 3.877, 2.280], [-1.029, 0.953, -4.243], [-3.545, 3.718, -0.269], [-2.663, 1.540, -2.477], [-2.261, 4.946, -0.143], [4.042, -2.235, 0.252], [0.068, -0.808, -5.477], [-0.114, -2.441, -5.083], [6.270, -0.103, -2.946], [-0.101, -2.819, -0.590], [-2.161, 3.652, -1.354], [2.296, -3.122, -1.224], [1.381, 0.262, 4.979], [-4.429, -4.364, 4.107], [1.506, 3.646, -1.014], [-2.499, -2.699, 4.270], [1.617, 1.107, -0.675], [-1.434, -3.189, -3.206], [0.009, 4.390, -0.456]],
  "lowdin_charge": [1.057, 0.714, 0.605, -0.089, -0.309, -0.191, -0.273, -0.111, 0.048, 0.151, 0.109, -0.189, -0.116, -0.017, 0.067, 0.097, -0.140, -0.110, -0.050, -0.041, -0.297, -0.033, -0.144, -0.013, -0.004, -0.027, -0.035, -0.065, -0.121, -0.449, -0.261, -0.041, -0.292, -0.320, -0.053, -0.023, -0.029, -0.083, -0.465, -0.021, -0.060, -0.094, -0.038, -0.346, -0.691, -0.155, 0.078, 0.079, 0.079, 0.115, 0.122, 0.113, 0.096, 0.080, 0.114, 0.094, 0.120, 0.095, 0.115, 0.084, 0.105, 0.092, 0.103, 0.092, 0.091, 0.101, 0.096, 0.081, 0.105, 0.113, 0.100, 0.081, 0.127, 0.077, 0.113, 0.085]
}


Arrangement Q

{
  "formula": "C30H30BrN9O4PdS",
  "method": "ωB97M-V/def2-TZVPD",
  "homo_lumo_gap_ev": [6.237, 6.072],
  "homo_energy_ev": [-7.07, -6.87],
  "symbols": ["Pd", "Br", "S", "O", "O", "O", "O", "N", "N", "N", "N", "N", "N", "N", "N", "N", "C", "C", "C", "C", "C", "C", "C", "C", "C", "C", "C", "C", "C", "C", "C", "C", "C", "C", "C", "C", "C", "C", "C", "C", "C", "C", "C", "C", "C", "C", "H", "H", "H", "H", "H", "H", "H", "H", "H", "H", "H", "H", "H", "H", "H", "H", "H", "H", "H", "H", "H", "H", "H", "H", "H", "H", "H", "H", "H", "H"],
  "xyz": [[0.446, -0.129, -0.572], [-10.034, -0.510, -0.601], [3.371, -1.171, -0.414], [1.094, 1.095, 0.953], [4.014, -2.424, -0.689], [-1.068, 1.037, -1.238], [3.195, -0.230, -1.500], [1.850, -1.412, 0.133], [1.517, 3.245, 0.254], [0.259, -1.980, 1.681], [-4.405, -2.197, -4.218], [-5.634, -2.005, -4.497], [-0.279, -1.399, -1.919], [6.528, 1.825, 3.639], [1.611, 2.615, 2.505], [2.533, -2.632, 2.015], [-6.571, -1.646, -3.528], [1.563, -2.026, 1.318], [-1.810, -3.064, -3.511], [0.865, -3.256, 3.599], [-1.513, -0.994, -2.336], [5.716, -0.280, 2.762], [-3.636, -1.338, -3.488], [4.309, -0.314, 0.820], [-8.873, -0.986, -3.157], [-2.328, -1.809, -3.130], [4.974, -0.986, 1.835], [-3.143, 0.784, -2.381], [-0.063, -2.596, 2.807], [2.608, 3.598, 2.895], [-3.978, -0.028, -3.124], [4.433, 1.065, 0.711], [-6.367, -1.661, -2.140], [1.388, 2.279, 1.202], [-0.553, -3.430, -3.105], [-1.897, 0.326, -1.936], [1.022, 4.595, 0.486], [-7.846, -1.329, -4.015], [1.348, 1.598, 3.512], [-7.393, -1.329, -1.281], [0.195, -2.567, -2.287], [2.171, -3.232, 3.139], [5.181, 1.774, 1.631], [5.824, 1.111, 2.679], [1.536, 2.862, -1.152], [-8.637, -0.980, -1.791], [2.089, 1.933, -1.289], [-2.416, -3.712, -4.128], [-3.435, 1.796, -2.131], [-1.111, -2.556, 3.089], [-4.931, 0.361, -3.458], [-9.852, -0.736, -3.541], [1.099, 2.095, 4.451], [3.426, 3.093, 3.417], [0.109, 4.748, -0.095], [6.865, 2.729, 3.349], [1.761, 5.334, 0.171], [-0.123, -4.378, -3.394], [7.214, 1.302, 4.156], [2.048, 3.652, -1.704], [2.968, -3.716, 3.696], [-5.409, -1.954, -1.733], [0.518, 0.972, 3.201], [1.184, -2.822, -1.930], [3.022, 4.092, 2.021], [0.585, -3.759, 4.512], [4.913, -2.064, 1.882], [0.788, 4.750, 1.534], [2.226, 0.962, 3.666], [-7.234, -1.341, -0.212], [2.179, 4.349, 3.562], [-8.003, -1.357, -5.085], [3.957, 1.576, -0.115], [6.232, -0.808, 3.555], [5.284, 2.849, 1.534], [0.526, 2.739, -1.549]],
  "lowdin_charge": [1.068, 0.724, 0.601, -0.075, -0.290, -0.168, -0.350, -0.229, -0.125, 0.109, 0.064, 0.065, -0.011, 0.099, -0.123, 0.124, -0.292, -0.457, 0.018, -0.067, -0.136, -0.024, -0.255, -0.277, -0.130, -0.083, -0.064, 0.009, -0.143, -0.057, -0.012, -0.060, -0.032, -0.469, -0.023, -0.341, -0.044, -0.024, -0.029, -0.125, -0.077, -0.127, -0.044, -0.327, -0.045, -0.700, 0.056, 0.115, 0.118, 0.107, 0.119, 0.100, 0.092, 0.083, 0.098, 0.089, 0.094, 0.110, 0.089, 0.098, 0.110, 0.115, 0.088, 0.111, 0.081, 0.093, 0.103, 0.082, 0.098, 0.101, 0.093, 0.112, 0.100, 0.111, 0.109, 0.077]
}


arrangement Q takes first place; second place is 33.8 kJ/mol up.